The following is a quantum chemistry calculation of a structure of composition C6H6N2O, from the Open Molecules 2025 dataset.

Output
**Molar mass**: 122.13 Da
**Relative energy (zero: lowest compared OMol25 entry of this formula, charge and spin)**: 98.6 kcal per mole
**Maximum force**: 2.57 eV Å⁻¹
**Frontier orbital gap**: 8.94 eV

```
15
C6H6N2O | the Open Molecules 2025 dataset | ωB97M-V/def2-TZVPD
C -0.9159 2.6167 1.4151
C -1.0680 -0.7431 0.2287
C -0.0628 -1.3637 -0.4837
C 0.8660 -2.4428 -1.2327
C 0.9296 -0.4671 -0.8021
C 0.6076 0.7829 -0.2171
H -1.3138 3.1909 2.2461
H -0.1270 3.1330 0.8212
H -1.9437 -1.0674 0.7905
H 0.5683 -2.7429 -2.2234
H 1.3111 -3.3024 -0.7370
H 1.1615 1.7961 -0.1164
N -1.2175 1.3933 1.2979
N -0.6181 0.5597 0.4052
O 1.8225 -1.3432 -1.3923
```

Results of the Mulliken charge analysis, in e, for atoms 1 through 2:
1. C -0.2398
2. C -0.7061